Computed, not measured: a molecular structure, CHF3GaNOS2, with ωB97M-V with the def2-TZVPD basis set.

XYZ file:
```
10
Properties=species:S:1:pos:R:3:nbo_charge:R:1
N 2.337 0.641 -1.287 -0.9876
S 2.102 1.369 0.315 -0.0413
S 1.856 -0.873 -1.362 1.2013
C -1.876 0.319 0.654 0.6126
F -2.375 -0.288 1.786 -0.3525
F -2.476 1.555 0.666 -0.3365
F -2.544 -0.339 -0.362 -0.3361
Ga 0.143 0.155 0.548 1.3254
O 0.391 -1.106 -0.770 -1.0677
H 2.442 -1.434 -0.188 -0.0176
```

Results
Relative energy (zero: lowest compared OMol25 entry of this formula, charge and spin) ... 0.0 kcal per mole
E_tot ... -3189.39864 a.u.
Lowest unoccupied orbital energy ... -1.710 eV
Kohn-Sham gap ... 0.2707 hartree
Total charge ... 0

=====

Computed, not measured: 2 unconnected molecules or ions with the total composition C8H26BNO3P, with ωB97M-V with the def2-TZVPD basis set.

XYZ file:
```
40
Properties=species:S:1:pos:R:3:nbo_charge:R:1
C -0.768 -2.186 -2.588 -0.6040
C 0.673 -1.893 -2.039 -0.8008
B 1.811 -2.763 -2.807 0.7305
O 2.488 -3.820 -2.153 -0.9233
P 2.258 -2.264 -4.662 0.2540
H -1.271 -2.835 -1.858 0.1730
H -1.287 -1.228 -2.653 0.2013
H -0.733 -2.695 -3.548 0.2254
H 0.746 -2.158 -0.967 0.1666
H 0.947 -0.851 -2.216 0.2388
H 1.965 -4.182 -1.443 0.4526
H 2.139 -3.674 -5.117 -0.2217
H 3.685 -2.512 -4.330 -0.2242
H 2.401 -0.857 -4.173 -0.2440
H 0.831 -1.997 -4.984 -0.2306
H 2.632 -1.840 -6.013 -0.1913
C 0.086 4.147 3.078 -0.2447
O 0.403 2.835 3.503 -0.5523
C -0.635 2.213 4.251 -0.0685
C -1.228 1.046 3.480 -0.2417
N -1.997 1.511 2.331 -0.6322
C -2.405 0.445 1.416 -0.2459
C -1.305 -0.309 0.665 -0.0850
O -0.607 0.481 -0.274 -0.5386
C 0.497 1.197 0.246 -0.2445
H 0.979 4.574 2.624 0.1931
H -0.713 4.142 2.330 0.1639
H -0.208 4.775 3.925 0.1637
H -1.410 2.929 4.540 0.1724
H -0.178 1.828 5.168 0.1786
H -1.886 0.476 4.143 0.1865
H -0.400 0.394 3.175 0.1744
H -1.440 2.178 1.815 0.3540
H -3.058 0.903 0.670 0.2016
H -3.015 -0.277 1.969 0.1832
H -1.793 -1.094 0.081 0.1997
H -0.607 -0.820 1.338 0.1611
H 0.976 0.672 1.076 0.1694
H 0.200 2.203 0.558 0.1475
H 1.226 1.307 -0.558 0.2022
```

Results
E_tot ... -966.91699 a.u.
Lowest unoccupied orbital energy ... 2.495 eV
Kohn-Sham gap ... 0.1631 hartree
Total charge ... -1

=====

Computed, not measured: 2 unconnected molecules or ions with the total composition C3H13N3O, with ωB97M-V with the def2-TZVPD basis set.

XYZ file:
```
20
Properties=species:S:1:pos:R:3:nbo_charge:R:1
N 0.244 -1.444 0.049 -0.8542
C 1.459 -0.979 0.721 -0.2329
C 2.303 -0.087 -0.208 -0.2244
N 1.766 1.221 -0.510 -0.8377
H -0.287 -2.049 0.667 0.3698
H 0.496 -1.989 -0.771 0.3663
H 1.151 -0.402 1.599 0.1842
H 2.086 -1.814 1.070 0.1709
H 2.459 -0.611 -1.156 0.1817
H 3.283 0.051 0.260 0.1925
H 1.638 1.755 0.342 0.3454
H 0.862 1.153 -0.967 0.3811
N -3.174 0.373 0.258 -0.8393
C -2.039 1.206 -0.017 0.0798
O -1.272 0.624 -1.088 -0.7985
H -3.509 0.133 -0.705 0.3609
H -2.881 -0.495 0.699 0.3455
H -2.387 2.167 -0.404 0.1702
H -1.442 1.327 0.898 0.1480
H -0.758 -0.140 -0.735 0.4907
```

Results
Relative energy (zero: lowest compared OMol25 entry of this formula, charge and spin) ... 19.9 kcal per mole
SMILES ... NCCN.NCO
E_tot ... -361.59270 a.u.
Lowest unoccupied orbital energy ... 0.753 eV
Kohn-Sham gap ... 0.3599 hartree
Total charge ... 0

=====

Computed, not measured: CH5NO2 in the gas phase, with ωB97M-V with the def2-TZVPD basis set.

XYZ file:
```
9
Properties=species:S:1:pos:R:3:nbo_charge:R:1
C 1.200 -0.168 0.237 -0.4697
N 0.117 0.750 -0.158 -0.2698
O -1.731 -0.751 -0.155 -0.5729
O -1.037 0.541 0.298 -0.1346
H 2.067 0.368 -0.271 0.2352
H 1.279 -0.001 1.383 0.2083
H 0.720 -1.176 0.048 0.2302
H 0.010 0.799 -1.135 0.3261
H -2.625 -0.361 -0.246 0.4472
```

Results
Multiplicity ... 3
Relative energy (zero: lowest compared OMol25 entry of this formula, charge and spin) ... 67.4 kcal per mole
E_tot ... -246.00991 a.u.
Lowest unoccupied orbital energy (alpha / beta) ... 1.079 / -1.666 eV
Kohn-Sham gap (alpha / beta) ... 0.2609 / 0.2759 hartree
Total charge ... 0

=====

Computed, not measured: a molecular structure, C6H9InO6, with ωB97M-V with the def2-TZVPD basis set.

XYZ file:
```
22
Properties=species:S:1:pos:R:3:nbo_charge:R:1
In -1.269 1.464 1.033 0.8895
C -2.748 -2.083 -2.056 -0.7278
C -2.681 -0.838 -1.127 0.7641
O -2.783 -0.945 0.124 -0.8423
O -2.347 0.247 -1.522 -0.7677
H -3.717 -2.064 -2.554 0.2138
H -2.761 -3.009 -1.480 0.2053
H -1.870 -2.181 -2.695 0.2159
C 1.995 4.097 -0.911 -0.7146
C 2.261 3.315 0.325 0.7439
O 1.481 2.460 0.756 -0.8392
O 3.417 3.377 0.712 -0.7458
H 2.716 3.887 -1.701 0.2143
H 1.947 5.151 -0.638 0.2040
H 1.023 3.825 -1.323 0.1870
C 0.428 -2.875 1.717 -0.7419
C 1.303 -1.723 2.086 0.7143
O 0.655 -0.624 1.871 -0.1680
O 2.389 -1.789 2.599 -0.5543
H 0.912 -3.834 1.898 0.2418
H 0.183 -2.946 0.658 0.2545
H -0.536 -2.913 2.226 0.2530
```

Results
Multiplicity ... 2
Relative energy (zero: lowest compared OMol25 entry of this formula, charge and spin) ... 21.1 kcal per mole
E_tot ... -875.59689 a.u.
Lowest unoccupied orbital energy (alpha / beta) ... 2.588 / -0.658 eV
Kohn-Sham gap (alpha / beta) ... 0.2621 / 0.1426 hartree
Total charge ... -1

=====

Question: Which formula does entry 5 have?
Answer: C6H9InO6